DFT (ωB97M-V/def2-TZVPD) results for a cluster of 2 separate species, C6H10N2O in total in a non-equilibrium geometry.

CARTESIAN COORDINATES (ANGSTROEM)
C (0.0528, 2.2163, -0.1301)
C (0.6550, 0.8286, -0.4268)
C (1.7048, -0.0550, 0.4627)
C (1.6368, -1.0722, -0.7786)
C (0.1492, -0.4930, -0.8279)
C (-0.4737, -0.7862, 0.4807)
H (-0.5452, 2.2118, 1.0227)
H (-0.9760, 2.3859, -0.8947)
H (0.7426, 3.0003, 0.0107)
H (1.4145, 1.0973, -1.1026)
H (2.8566, 0.1804, 0.7420)
H (1.5844, -2.1929, -0.6480)
H (2.2162, -0.7459, -1.6032)
H (-0.5415, -0.7473, -1.7470)
H (0.1771, 0.5189, 1.7269)
H (-3.4911, 0.5653, -0.1781)
N (0.6787, -0.4920, 1.3605)
N (-1.7223, -0.4537, 0.7729)
O (-2.3102, -0.4356, -0.6178)

Computed properties:
charge = 0
energy relative to the best compared isomer or geometry (same formula, charge and spin) = 1050.7 kJ/mol
strongest force on any atom = 0.14117 Eh/bohr
orbital gap = 7.7 eV
HOMO energy = -8.60 eV